# C39H51KN4O6PTe

A structure of composition C39H51KN4O6PTe at a distorted geometry (the ωB97M-V functional and the def2-TZVPD basis, the Open Molecules 2025 dataset).

Structure (XYZ):
```
103
C39H51KN4O6PTe (the ωB97M-V functional and the def2-TZVPD basis)
K -0.336 -0.030 -0.600
N -1.631 0.326 2.334
C -2.615 -0.732 2.375
C -1.937 -2.073 2.123
C -1.230 -2.089 0.748
O -1.916 -1.881 -0.261
O 0.006 -2.299 0.731
H -0.960 0.224 3.087
H -2.061 1.241 2.390
H -3.345 -0.539 1.587
H -3.158 -0.782 3.346
H -2.686 -2.867 2.130
H -1.201 -2.246 2.905
C 1.617 -3.892 4.421
C 1.387 -3.185 3.092
O 1.218 -1.801 3.326
P 1.325 -0.713 2.099
O 2.842 -1.162 1.667
C 3.377 -0.651 0.454
C 4.822 -1.110 0.312
O 1.666 0.574 3.118
C 2.716 0.592 4.055
C 3.091 2.039 4.338
H 1.837 -4.941 4.230
H 0.730 -3.816 5.047
H 2.457 -3.440 4.946
H 0.503 -3.595 2.596
H 2.241 -3.334 2.431
H 3.335 0.446 0.465
H 2.780 -1.007 -0.392
H 5.379 -0.897 1.224
H 5.285 -0.581 -0.517
H 4.873 -2.178 0.114
H 3.583 0.047 3.659
H 2.394 0.100 4.984
H 3.430 2.512 3.421
H 3.883 2.080 5.085
H 2.218 2.581 4.696
C -2.826 -6.780 -6.755
C -2.136 -5.854 -5.792
C -2.089 -6.144 -4.437
C -1.399 -5.328 -3.552
C -1.395 -5.653 -2.088
C -0.715 -4.197 -4.005
Te 0.185 -2.834 -2.321
N 1.336 -1.146 -1.930
C 2.015 -0.746 -2.971
O 2.019 -1.275 -4.100
C 2.885 0.451 -2.716
C 4.191 0.438 -3.201
C 5.051 1.485 -2.935
C 4.614 2.574 -2.197
C 3.310 2.597 -1.721
C 2.454 1.542 -1.968
C 1.952 -4.005 -2.698
C 2.329 -4.347 -3.991
C 3.437 -5.138 -4.234
C 4.171 -5.651 -3.176
C 3.791 -5.337 -1.884
C 2.701 -4.512 -1.632
C 2.359 -4.204 -0.206
C -0.833 -3.861 -5.354
C -0.203 -2.619 -5.912
C -1.518 -4.694 -6.232
H -3.346 -7.573 -6.219
H -2.101 -7.245 -7.426
H -3.548 -6.242 -7.370
H -2.591 -7.033 -4.069
H -1.826 -6.639 -1.906
H -1.978 -4.905 -1.549
H -0.379 -5.621 -1.693
H 4.514 -0.413 -3.785
H 6.070 1.451 -3.298
H 5.279 3.402 -1.992
H 2.955 3.446 -1.151
H 1.442 1.554 -1.586
H 1.761 -3.966 -4.821
H 3.737 -5.357 -5.252
H 5.033 -6.285 -3.355
H 4.364 -5.733 -1.051
H 3.247 -3.897 0.347
H 1.956 -5.089 0.292
H 1.619 -3.412 -0.152
H 0.268 -2.034 -5.125
H -0.950 -2.003 -6.417
H 0.558 -2.882 -6.651
H -1.554 -4.435 -7.285
N 0.499 3.221 1.660
H 1.209 3.284 0.935
H -0.370 3.058 1.150
H 0.697 2.356 2.154
N -4.952 4.747 -4.655
C -4.239 4.243 -3.896
C -3.377 3.655 -2.967
C -3.685 2.427 -2.365
C -2.831 1.883 -1.428
C -1.605 2.464 -1.012
C -1.353 3.695 -1.672
C -2.185 4.291 -2.598
H -4.607 1.925 -2.644
H -3.130 0.947 -0.964
H -0.440 4.235 -1.418
H -1.941 5.251 -3.049
```

Summary:
Total charge: -2
Energy above the lowest of the compared OMol25 structures with the same formula, charge and spin in kcal per mole: 18.5
E_HOMO (spin up / spin down) in eV: -1.090 / -2.235
Multiplicity: 2
HOMO-LUMO gap (spin up / spin down) in eV: 4.966 / 6.109
Expectation value of S²: 0.76
Electronic energy in eV: -92424.2522

Mulliken atomic charge list, values in e, 99 entries: atom 1 (K): 1.66, atom 2 (N): -0.14, atom 3 (C): -0.93, atom 4 (C): -0.47, atom 5 (C): -0.35, atom 6 (O): -0.67, atom 7 (O): 0.34, atom 8 (H): 0.13, atom 9 (H): 0.27, atom 10 (H): 0.34, atom 11 (H): 0.39, atom 12 (H): 0.46, atom 13 (H): 0.02, atom 14 (C): -1.75, atom 15 (C): 0.78, atom 16 (O): -0.46, atom 17 (P): 0.75, atom 18 (O): -0.60, atom 19 (C): 1.49, atom 20 (C): -1.56, atom 21 (O): -0.30, atom 22 (C): -0.10, atom 23 (C): -1.37, atom 24 (H): 0.40, atom 25 (H): 0.34, atom 26 (H): 0.36, atom 27 (H): 0.08, atom 28 (H): -0.06, atom 29 (H): 0.31, atom 30 (H): -0.88, atom 31 (H): 0.35, atom 32 (H): 0.37, atom 33 (H): 0.24, atom 34 (H): 0.21, atom 35 (H): 0.20, atom 36 (H): 0.28, atom 37 (H): 0.41, atom 38 (H): 0.30, atom 39 (C): -1.61, atom 40 (C): 1.04, atom 41 (C): -0.94, atom 42 (C): 1.02, atom 43 (C): -1.61, atom 44 (C): -0.47, atom 45 (Te): -0.23, atom 46 (N): -0.22, atom 47 (C): -0.11, atom 48 (O): -0.69, atom 49 (C): 0.29, atom 50 (C): -0.57, atom 51 (C): -0.53, atom 52 (C): -0.57, atom 53 (C): -0.70, atom 54 (C): 0.59, atom 55 (C): 0.37, atom 56 (C): 0.02, atom 57 (C): -0.90, atom 58 (C): -0.66, atom 59 (C): -0.53, atom 60 (C): 0.50, atom 61 (C): -0.28, atom 62 (C): 1.41, atom 63 (C): -1.84, atom 64 (C): -0.82, atom 65 (H): 0.33, atom 66 (H): 0.30, atom 67 (H): 0.35, atom 68 (H): 0.21, atom 69 (H): 0.38, atom 70 (H): 0.32, atom 71 (H): 0.11, atom 72 (H): 0.44, atom 73 (H): 0.36, atom 74 (H): 0.37, atom 75 (H): 0.44, atom 76 (H): 0.01, atom 77 (H): 0.33, atom 78 (H): 0.42, atom 79 (H): 0.35, atom 80 (H): 0.40, atom 81 (H): 0.36, atom 82 (H): 0.46, atom 83 (H): -0.80, atom 84 (H): 0.02, atom 85 (H): 0.53, atom 86 (H): 0.31, atom 87 (H): 0.38, atom 88 (N): -0.90, atom 89 (H): 0.31, atom 90 (H): 0.27, atom 91 (H): 0.32, atom 92 (N): -0.67, atom 93 (C): 0.13, atom 94 (C): 0.70, atom 95 (C): -1.07, atom 96 (C): 0.19, atom 97 (C): -0.84, atom 98 (C): 0.02, atom 99 (C): -0.90

---

# C39H51NO19

A cluster of 8 separate species, C39H51NO19 in total at a distorted geometry (the ωB97M-V functional and the def2-TZVPD basis, the Open Molecules 2025 dataset).

Structure (XYZ):
```
110
C39H51NO19 (the ωB97M-V functional and the def2-TZVPD basis)
O -4.249 0.254 1.798
C -4.048 1.577 1.670
C -2.838 2.170 1.994
C -2.661 3.512 1.802
C -3.712 4.343 1.362
O -3.545 5.733 1.196
C -4.914 3.727 1.062
C -5.059 2.323 1.245
H -3.558 -0.321 2.137
H -2.014 1.645 2.456
H -1.772 4.097 1.981
H -3.145 6.006 2.025
H -5.766 4.324 0.773
H -5.980 1.900 0.874
O 0.493 -0.099 -7.221
C -0.081 -0.525 -6.026
C 0.521 -1.597 -5.362
C -0.087 -2.061 -4.185
C -1.258 -1.467 -3.733
O -1.955 -1.954 -2.722
C -1.857 -0.441 -4.429
C -1.325 -0.026 -5.657
H 0.018 0.627 -7.634
H 1.455 -1.965 -5.762
H 0.435 -2.807 -3.604
H -1.461 -2.641 -2.269
H -2.699 0.045 -3.959
H -1.814 0.678 -6.314
O -2.068 -8.219 -0.343
C -1.354 -6.984 -0.320
C -1.891 -5.817 0.184
C -1.245 -4.581 0.061
C 0.084 -4.533 -0.272
O 0.666 -3.301 -0.300
C 0.748 -5.678 -0.563
C -0.026 -6.865 -0.654
H -2.934 -8.229 0.071
H -2.915 -5.863 0.526
H -1.706 -3.669 0.410
H 1.597 -3.436 -0.110
H 1.728 -5.643 -1.016
H 0.552 -7.675 -1.074
O 5.391 -7.628 3.360
C 4.854 -6.498 2.807
C 3.485 -6.311 2.949
C 2.931 -5.248 2.250
C 3.693 -4.402 1.463
O 3.155 -3.317 0.733
C 5.041 -4.519 1.501
C 5.657 -5.581 2.151
H 6.259 -7.732 2.964
H 2.838 -7.055 3.389
H 1.862 -5.138 2.359
H 3.789 -2.814 0.217
H 5.494 -3.778 0.858
H 6.716 -5.582 1.935
C -1.918 3.201 -3.061
O -0.928 4.205 -2.754
C -1.259 5.146 -1.774
C 0.056 5.959 -1.655
N 0.254 6.938 -2.681
C 1.555 7.496 -2.912
C 1.549 8.533 -4.036
O 1.090 8.011 -5.267
C 1.138 9.007 -6.316
H -2.194 2.750 -2.107
H -1.347 2.458 -3.618
H -2.708 3.506 -3.746
H -1.436 4.771 -0.766
H -2.173 5.604 -2.153
H 0.904 5.279 -1.738
H 0.071 6.392 -0.655
H 0.023 6.486 -3.555
H 2.175 6.726 -3.371
H 1.922 7.717 -1.909
H 2.600 8.821 -4.059
H 0.893 9.317 -3.657
H 0.637 9.878 -5.893
H 0.480 8.836 -7.169
H 2.158 9.254 -6.612
O 1.154 -4.797 7.342
C 0.378 -4.859 6.393
O -0.530 -5.868 6.150
C -1.156 -5.617 4.828
C -0.667 -4.230 4.534
O 0.400 -3.979 5.395
H -0.864 -6.288 4.019
H -2.233 -5.576 4.993
H -1.490 -3.559 4.781
H -0.374 -4.165 3.486
O -1.052 4.101 4.440
C 0.005 3.449 4.373
O 0.097 2.130 3.936
C 1.364 1.598 4.191
C 2.157 2.770 4.824
O 1.220 3.849 4.816
H 1.100 0.708 4.763
H 1.887 1.208 3.318
H 3.084 3.069 4.335
H 2.433 2.557 5.856
O -1.540 -1.784 2.282
C -0.900 -1.140 1.516
O -1.236 -0.868 0.199
C -0.223 -0.049 -0.353
C 0.955 -0.097 0.644
O 0.374 -0.698 1.827
H 0.047 -0.316 -1.375
H -0.673 0.943 -0.325
H 1.355 0.882 0.907
H 1.859 -0.623 0.337
```

Summary:
E_HOMO in eV: -8.075
HOMO-LUMO gap in eV: 7.899
Electronic energy in eV: -81657.7528
Structure (SMILES): Oc1ccc(O)cc1.Oc1ccc(O)cc1.Oc1ccc(O)cc1.Oc1ccc(O)cc1.COCCNCCOC.O=C1OCCO1.O=C1OCCO1.O=C1OCCO1

Mulliken atomic charge list, values in e, 99 entries: atom 1 (O): -0.64, atom 2 (C): 0.55, atom 3 (C): -0.33, atom 4 (C): -0.38, atom 5 (C): -0.08, atom 6 (O): -0.59, atom 7 (C): -0.51, atom 8 (C): -0.48, atom 9 (H): 0.25, atom 10 (H): 0.54, atom 11 (H): 0.43, atom 12 (H): 0.35, atom 13 (H): 0.43, atom 14 (H): 0.40, atom 15 (O): -0.56, atom 16 (C): 0.92, atom 17 (C): -0.85, atom 18 (C): -0.13, atom 19 (C): 0.21, atom 20 (O): -0.51, atom 21 (C): -0.53, atom 22 (C): -0.73, atom 23 (H): 0.29, atom 24 (H): 0.41, atom 25 (H): 0.44, atom 26 (H): 0.18, atom 27 (H): 0.53, atom 28 (H): 0.26, atom 29 (O): -0.58, atom 30 (C): 0.36, atom 31 (C): -0.65, atom 32 (C): -0.05, atom 33 (C): -0.01, atom 34 (O): 0.08, atom 35 (C): -0.53, atom 36 (C): -0.56, atom 37 (H): 0.31, atom 38 (H): 0.36, atom 39 (H): 0.39, atom 40 (H): 0.16, atom 41 (H): 0.49, atom 42 (H): 0.40, atom 43 (O): -0.53, atom 44 (C): 0.84, atom 45 (C): -0.87, atom 46 (C): 0.13, atom 47 (C): -0.23, atom 48 (O): -0.27, atom 49 (C): -0.48, atom 50 (C): -0.78, atom 51 (H): 0.28, atom 52 (H): 0.45, atom 53 (H): 0.52, atom 54 (H): 0.17, atom 55 (H): 0.36, atom 56 (H): 0.29, atom 57 (C): -0.68, atom 58 (O): -0.34, atom 59 (C): 0.15, atom 60 (C): -0.82, atom 61 (N): -0.36, atom 62 (C): -0.86, atom 63 (C): -0.49, atom 64 (O): -0.29, atom 65 (C): -0.76, atom 66 (H): 0.26, atom 67 (H): 0.24, atom 68 (H): 0.29, atom 69 (H): -0.12, atom 70 (H): 0.36, atom 71 (H): 0.38, atom 72 (H): 0.39, atom 73 (H): 0.25, atom 74 (H): 0.34, atom 75 (H): 0.47, atom 76 (H): 0.36, atom 77 (H): 0.36, atom 78 (H): 0.32, atom 79 (H): 0.28, atom 80 (H): 0.28, atom 81 (O): -0.59, atom 82 (C): 0.66, atom 83 (O): -0.35, atom 84 (C): -0.29, atom 85 (C): 0.34, atom 86 (O): -0.32, atom 87 (H): 0.26, atom 88 (H): 0.29, atom 89 (H): 0.23, atom 90 (H): -0.25, atom 91 (O): -0.55, atom 92 (C): 0.58, atom 93 (O): -0.15, atom 94 (C): -0.04, atom 95 (C): -0.32, atom 96 (O): -0.35, atom 97 (H): 0.30, atom 98 (H): 0.02, atom 99 (H): 0.29